Record 1
Below is a molecular structure, C30H81O37P7, with properties calculated with ωB97M-V with the def2-TZVPD basis set.

Each line ends with the Mulliken charge.
CARTESIAN COORDINATES (ANGSTROEM)
C 0.10 0.90 3.13  -0.043
O 1.38 1.36 3.48  0.219
P 1.93 1.17 5.02  0.576
O 1.84 -0.21 5.61  -0.608
O 3.46 1.77 5.04  -0.374
C 4.56 0.90 4.73  -0.735
O 1.08 2.27 5.91  -0.299
C 1.10 2.23 7.32  -0.811
H 0.23 0.16 2.34  -0.308
H -0.46 1.73 2.71  -0.094
H -0.47 0.46 3.95  0.455
H 4.25 -0.12 4.54  0.221
H 5.37 0.94 5.46  0.360
H 4.96 1.30 3.79  0.325
H 1.44 3.18 7.73  0.282
H 1.72 1.42 7.70  0.316
H 0.13 1.99 7.76  0.286
C -4.70 2.42 3.06  -1.133
O -4.19 2.00 1.79  0.091
P -4.79 2.49 0.39  0.736
O -4.74 3.95 0.13  -0.846
O -6.35 1.90 0.47  -0.435
C -6.62 0.55 0.79  -0.594
O -4.05 1.51 -0.66  -0.235
C -2.64 1.46 -0.72  -0.836
H -4.59 1.51 3.65  0.288
H -5.69 2.88 3.12  0.405
H -3.96 3.10 3.48  0.339
H -5.82 -0.15 0.59  0.325
H -7.44 0.44 0.07  0.282
H -7.10 0.38 1.76  0.256
H -2.16 2.30 -0.21  0.730
H -2.28 1.71 -1.72  0.991
H -2.22 0.52 -0.37  -1.194
C -0.52 -1.30 1.05  -1.618
O -1.24 -0.33 0.34  1.695
P -0.48 0.30 -1.02  0.678
O -1.31 1.25 -1.72  -0.155
O 0.10 -1.00 -1.78  -0.950
C -0.78 -1.88 -2.46  -3.565
O 0.83 1.00 -0.37  0.737
C 1.04 2.36 -0.04  -1.521
H -1.04 -2.25 1.19  -0.130
H -0.41 -0.99 2.09  0.337
H 0.48 -1.53 0.69  0.379
H -0.58 -1.82 -3.53  1.041
H -1.83 -1.61 -2.34  0.225
H -0.79 -2.91 -2.09  1.375
H 1.57 2.44 0.91  0.515
H 0.12 2.94 -0.16  -0.123
H 1.57 2.81 -0.89  1.518
C 2.62 -0.44 -0.18  -1.795
O 2.07 -1.11 0.94  -0.190
P 2.92 -1.18 2.26  1.552
O 3.46 0.18 2.66  -1.526
O 1.95 -1.94 3.32  -0.365
C 2.17 -1.83 4.77  -0.156
O 4.09 -2.28 1.97  -0.438
C 3.61 -3.55 1.49  -0.769
H 3.63 -0.07 0.03  1.630
H 2.19 0.53 -0.45  0.583
H 2.66 -1.04 -1.09  0.395
H 1.17 -1.68 5.19  -0.083
H 2.86 -1.04 5.06  0.163
H 2.52 -2.78 5.15  0.269
H 4.19 -3.96 0.67  0.268
H 2.55 -3.64 1.26  0.150
H 3.74 -4.26 2.30  0.352
C 3.66 1.71 1.82  1.590
O 2.94 2.87 2.01  -0.430
P 3.22 4.17 1.11  0.864
O 4.53 4.92 1.24  -0.871
O 3.00 3.70 -0.43  -0.452
C 3.94 3.01 -1.21  0.724
O 1.89 4.94 1.54  -0.403
C 0.67 4.84 0.90  -0.384
H 3.25 0.93 1.17  -0.229
H 3.86 1.23 2.79  -2.119
H 4.68 1.88 1.47  0.647
H 4.74 2.71 -0.53  0.322
H 4.31 3.59 -2.05  0.609
H 3.49 2.05 -1.46  -0.759
H 0.55 4.26 -0.02  0.523
H 0.23 5.81 0.68  0.423
H 0.00 4.46 1.67  0.186
C -3.96 -0.45 -0.99  -0.682
O -4.28 -1.83 -0.95  -0.510
P -3.36 -2.90 -0.18  0.992
O -1.91 -2.84 -0.48  -0.249
O -3.75 -2.78 1.39  -0.368
C -2.87 -3.14 2.43  -0.210
O -4.13 -4.24 -0.65  -0.465
C -3.79 -4.85 -1.91  -0.232
H -3.47 -0.18 -1.92  0.568
H -3.14 -0.33 -0.29  -0.509
H -4.80 0.20 -0.72  0.624
H -1.89 -3.25 1.96  0.571
H -3.13 -3.99 3.06  0.521
H -2.84 -2.24 3.04  0.170
H -3.15 -4.15 -2.45  -0.156
H -4.72 -4.97 -2.47  0.322
H -3.41 -5.86 -1.75  0.280
C 4.03 3.96 -5.02  -0.887
O 3.13 3.32 -4.15  -0.326
P 3.50 1.92 -3.49  0.277
O 3.84 0.83 -4.52  -0.858
O 4.76 2.21 -2.57  0.107
C 5.81 1.26 -2.62  -0.820
O 2.25 1.58 -2.56  0.231
C 1.00 1.38 -3.13  -0.732
H 3.43 4.59 -5.68  0.292
H 4.62 3.32 -5.68  0.371
H 4.80 4.62 -4.63  0.302
H 6.67 1.76 -2.17  0.328
H 6.13 0.87 -3.58  0.300
H 5.54 0.42 -1.99  0.252
H 0.84 1.74 -4.15  0.711
H 0.40 1.91 -2.39  -0.040
H 0.64 0.35 -3.07  1.159
C -2.54 0.32 2.33  -0.639
O -1.62 -0.48 3.04  0.293
C -1.93 -1.27 4.15  -0.162
O -1.13 -1.96 4.80  -0.625
O -3.24 -1.04 4.56  -0.113
C -3.62 -1.37 5.92  -0.845
H -2.00 1.18 1.93  0.388
H -3.21 0.75 3.07  -0.858
H -3.11 -0.14 1.52  0.984
H -4.32 -0.60 6.25  0.276
H -2.80 -1.37 6.64  0.327
H -4.16 -2.32 5.95  0.293
C -1.87 0.42 -3.67  -1.455
O -0.50 0.12 -3.96  0.297
C -0.19 -0.90 -4.82  0.687
O -1.06 -1.62 -5.37  -0.664
O 1.15 -0.93 -5.04  0.119
C 1.62 -1.65 -6.18  -0.932
H -2.42 0.42 -4.61  0.640
H -2.14 1.33 -3.13  0.131
H -2.24 -0.32 -2.96  -0.296
H 2.70 -1.48 -6.25  0.328
H 1.39 -1.22 -7.16  0.358
H 1.57 -2.73 -6.30  0.252
C 0.41 -4.28 -3.58  -0.463
O -0.84 -3.80 -4.09  -0.081
C -1.20 -4.03 -5.37  0.720
O -0.69 -4.81 -6.16  -0.629
O -2.34 -3.24 -5.66  -0.069
C -2.86 -3.23 -6.93  -0.941
H 1.08 -4.39 -4.43  0.359
H 0.46 -5.22 -3.04  0.262
H 0.66 -3.40 -2.98  0.132
H -3.35 -2.30 -7.21  0.293
H -3.60 -4.03 -7.02  0.298
H -2.18 -3.55 -7.72  0.347

Computed properties:
**Maximum force**: 19.24 eV Å⁻¹
**2S+1**: 1
**E**: -173173.007 eV

Record 2
Below is 2 unconnected molecules or ions with the total composition C3H5N, with properties calculated with ωB97M-V with the def2-TZVPD basis set.

Each line ends with the natural charge from an NBO analysis.
CARTESIAN COORDINATES (ANGSTROEM)
C -0.62 -0.12 0.00  0.193
C 0.48 -0.83 0.20  -0.214
C 0.57 0.69 0.10  -0.539
N -1.88 0.10 0.04  -0.575
H 0.83 -1.50 1.01  0.233
H 1.20 -1.73 -1.37  0.091
H 1.10 1.00 -0.76  0.235
H 0.47 1.36 0.95  0.231
H -2.15 1.03 -0.17  0.343

Computed properties:
**Maximum force**: 6.81 eV Å⁻¹
**2S+1**: 1
**E**: -4676.089 eV

Record 3
Below is 2 unconnected molecules or ions with the total composition CH4NO2, with properties calculated with ωB97M-V with the def2-TZVPD basis set.

Each line ends with the natural charge from an NBO analysis.
CARTESIAN COORDINATES (ANGSTROEM)
O 0.59 0.05 -1.01  -0.827
C 1.70 0.46 -0.48  0.614
O 1.81 0.80 0.73  -0.767
H 2.60 0.46 -1.16  0.017
N -1.68 -0.24 0.63  -1.123
H -2.39 -0.16 -0.09  0.332
H -1.85 -1.06 1.22  0.327
H -0.76 -0.31 0.16  0.427

Computed properties:
**Maximum force**: 2.99 eV Å⁻¹
**2S+1**: 1
**E**: -6688.323 eV
**Total charge**: -1

Record 4
Below is a molecular structure, C2H9O2, with properties calculated with ωB97M-V with the def2-TZVPD basis set.

Each line ends with the natural charge from an NBO analysis.
CARTESIAN COORDINATES (ANGSTROEM)
O -1.04 -0.26 -2.86  -0.974
H -0.46 -0.07 -1.30  0.564
H -1.79 0.07 -3.36  0.514
H -0.74 -1.09 -3.35  0.515
C -0.23 -0.07 1.19  0.070
O 0.20 0.09 -0.54  -0.773
C 0.94 0.11 2.03  -0.747
H -0.95 0.86 1.21  0.237
H -0.61 -1.06 1.01  0.231
H 0.63 0.92 -0.82  0.529
H 1.60 1.04 1.86  0.270
H 0.79 0.19 3.12  0.312
H 1.66 -0.74 1.80  0.253

Computed properties:
**Maximum force**: 4.39 eV Å⁻¹
**2S+1**: 1
**E**: -6306.623 eV
**Total charge**: +1

Record 5
Below is 2 unconnected molecules or ions with the total composition C11H15N, with properties calculated with ωB97M-V with the def2-TZVPD basis set.

Each line ends with the natural charge from an NBO analysis.
CARTESIAN COORDINATES (ANGSTROEM)
C 3.83 -0.43 -0.95  -0.621
C 2.67 -0.58 -0.14  -0.085
C 2.39 -1.62 0.66  -0.045
N 1.15 -1.41 1.25  -0.543
C 0.68 -0.21 0.86  0.211
C -0.46 0.52 1.26  -0.274
C -0.69 1.75 0.62  -0.223
C 0.15 2.34 -0.28  -0.235
C 1.25 1.64 -0.70  -0.185
C 1.60 0.35 -0.11  -0.101
H 4.15 0.44 -1.32  0.218
H 3.74 -1.11 -1.83  0.207
H 4.61 -0.79 -0.43  0.217
H 2.81 -2.61 0.78  0.212
H 0.55 -2.08 1.68  0.409
H -1.25 0.23 1.97  0.218
H -1.32 2.44 1.09  0.204
H -0.32 3.28 -0.76  0.218
H 1.78 2.03 -1.44  0.198
C -3.63 -1.14 0.07  -0.615
C -3.21 0.12 -0.68  -0.612
H -2.91 -1.34 0.80  0.194
H -4.50 -1.10 0.75  0.206
H -3.62 -1.97 -0.64  0.203
H -3.82 0.89 -0.13  0.200
H -2.18 0.31 -0.63  0.221
H -3.47 0.05 -1.73  0.201

Computed properties:
**Maximum force**: 4.50 eV Å⁻¹
**2S+1**: 1
**E**: -13138.556 eV
**SMILES string**: Cc1c[nH]c2ccccc12.CC

Record 6
Below is a molecular structure, C22H15BrCl2CsINO4S, with properties calculated with ωB97M-V with the def2-TZVPD basis set.

Each line ends with the Mulliken charge.
CARTESIAN COORDINATES (ANGSTROEM)
Cs -0.66 -1.20 1.01  1.184
Cl -0.09 -2.82 4.68  -0.242
C 1.27 -2.64 3.58  0.968
C 2.48 -2.15 4.07  -0.800
C 3.54 -1.95 3.24  0.671
Cl 5.05 -1.33 3.90  -0.320
C 3.42 -2.20 1.85  0.186
C 4.45 -1.95 0.92  -0.754
C 4.23 -2.17 -0.41  -0.445
C 2.97 -2.65 -0.82  -0.373
N 2.00 -2.90 0.01  -0.323
C 2.19 -2.70 1.35  0.461
C 1.05 -2.99 2.23  -0.733
O -0.04 -3.41 1.78  -0.963
H 2.57 -1.92 5.12  0.413
H 5.40 -1.56 1.27  0.358
H 5.00 -1.97 -1.14  0.382
H 2.77 -2.81 -1.87  0.400
C 4.57 4.09 -2.61  -1.400
C 3.38 3.50 -1.90  0.945
C 2.31 2.97 -2.62  -0.650
C 1.22 2.40 -1.97  -0.458
C 1.20 2.36 -0.58  0.215
C 2.26 2.89 0.15  -0.573
C 3.33 3.45 -0.51  -0.655
S -0.19 1.68 0.28  1.640
O 0.39 1.07 1.48  -0.942
O -1.08 2.79 0.55  -0.750
O -0.74 0.67 -0.61  -0.871
H 4.32 4.40 -3.63  0.358
H 5.38 3.35 -2.69  0.274
H 4.97 4.95 -2.08  0.361
H 2.33 3.00 -3.70  0.300
H 0.40 1.97 -2.53  0.395
H 2.24 2.83 1.23  0.397
H 4.16 3.86 0.06  0.330
Br -7.51 -4.05 -0.25  -0.187
C -7.41 -2.18 -0.55  0.163
C -8.60 -1.51 -0.77  -0.370
C -8.60 -0.14 -1.00  -0.447
C -7.41 0.56 -1.01  -0.626
C -6.21 -0.11 -0.79  -0.430
C -6.21 -1.48 -0.56  0.062
I -4.37 -2.35 -0.27  0.329
H -9.53 -2.07 -0.76  0.371
H -9.54 0.37 -1.17  0.346
H -7.39 1.63 -1.18  0.367
H -5.27 0.43 -0.79  0.436

Computed properties:
**Maximum force**: 2.54 eV Å⁻¹
**2S+1**: 1
**E**: -147311.280 eV
**Total charge**: -1